C7H13NO4 | ωB97M-V/def2-TZVPD

XYZ file:
```
25
Properties=species:S:1:pos:R:3:forces:R:3:lowdin_charge:R:1
O 1.128568 1.572240 1.611878 4.93 4.46 0.85 -0.018
O -2.660586 -2.578878 0.301922 2.96 -3.43 -2.15 -0.300
O 0.978686 2.559748 -0.768094 -3.36 2.34 -6.81 -0.145
O -2.123627 0.503701 0.691792 1.98 -3.12 0.43 -0.057
N 0.112587 -1.233436 -1.038250 -1.78 1.97 5.67 0.151
C -0.667227 0.089075 1.135072 -1.40 -0.39 -1.78 -0.155
C -0.395028 -1.225931 0.271863 0.34 2.32 -4.25 -0.206
C 0.123897 1.371701 -0.686155 5.05 0.18 3.51 -0.340
C -1.093431 -2.406064 0.855683 -0.89 -1.49 -2.14 -0.133
C 2.346728 -0.177715 -0.937757 -2.49 2.26 -1.60 -0.020
C 0.089523 1.326659 0.819487 -3.69 -0.74 -1.38 -0.481
C 0.796343 0.111839 -1.305260 -0.67 -0.21 -2.32 -0.289
H 2.816666 -1.098033 -1.363247 -0.54 1.32 -0.49 0.088
H 0.642965 0.619838 -2.412218 0.90 -2.75 1.59 0.174
H -2.457232 -0.376143 0.315820 0.06 1.72 0.64 0.084
H 2.562767 0.889916 -1.230192 1.82 -1.41 0.30 0.083
H -0.547118 0.038945 2.203964 -0.67 -1.11 0.60 0.141
H -2.711051 -3.756500 -0.672340 0.50 4.53 3.69 0.316
H 2.389100 -0.304520 0.108570 0.08 0.18 1.33 0.042
H -0.461073 -3.257244 0.343426 -1.58 0.91 2.08 0.134
H -0.609476 2.046391 1.118667 -1.71 1.35 -0.05 0.134
H -1.187030 -2.165769 1.972070 0.04 -1.47 -1.58 0.131
H 0.325480 3.099216 -1.827151 3.58 -1.83 4.61 0.305
H 1.406862 2.683580 1.490761 -1.23 -5.16 0.31 0.251
H -0.807294 1.667386 -1.000313 -2.23 -0.42 -1.06 0.110
```
Forces are in eV/Å.

Results
orbital gap = 8.362 eV
relative energy (zero: lowest compared OMol25 entry of this formula, charge and spin) = 1052.2 kJ/mol
HOMO = -9.2849 eV


C4H9O3Sn | ωB97M-V/def2-TZVPD

XYZ file:
```
17
Properties=species:S:1:pos:R:3:forces:R:3:lowdin_charge:R:1
Sn 0.605286 0.184325 -1.294443 2.17 0.58 -2.55 1.252
O 2.218850 -0.081009 -0.063745 -1.49 -4.64 -2.98 -0.404
O -0.727956 -0.909283 -0.150588 -1.16 -0.91 1.34 -0.450
O 0.151486 1.640858 -0.055883 -1.47 0.72 -0.05 -0.423
C 2.574538 0.883817 0.629711 2.50 4.54 3.43 -0.325
C -0.648806 1.164124 0.973867 0.10 -0.09 1.05 -0.329
C -1.367371 -2.130612 -0.472037 -0.29 -0.74 -0.27 -0.071
C -1.557459 0.026318 0.540466 -0.91 0.55 0.67 -0.201
H -0.004765 0.753646 1.781559 -0.18 0.24 -0.11 0.122
H -1.284053 1.952364 1.421497 0.25 -0.18 -0.22 0.130
H 2.800296 1.860385 0.162820 -0.10 -0.36 0.37 0.053
H -2.022126 -0.464479 1.410902 0.24 0.06 -0.21 0.140
H -2.370813 0.371186 -0.120032 0.29 -0.14 -0.05 0.137
H -2.262884 -1.954684 -1.087421 0.27 0.01 0.13 0.107
H -0.649776 -2.743046 -1.029315 -0.21 0.15 0.15 0.098
H -1.661331 -2.652117 0.450816 0.16 0.20 -0.25 0.108
H 2.875473 0.739755 1.682944 -0.15 0.01 -0.45 0.054
```
Forces are in eV/Å.

Results
orbital gap (alpha / beta) = 5.516 / 9.012 eV
relative energy (zero: lowest compared OMol25 entry of this formula, charge and spin) = 0.0 kJ/mol
HOMO (alpha / beta) = -5.0834 / -8.5941 eV
spin multiplicity = 2


C6H14N2O | ωB97M-V/def2-TZVPD

XYZ file:
```
23
Properties=species:S:1:pos:R:3:forces:R:3:lowdin_charge:R:1
O 0.126076 1.398500 1.975876 0.17 0.25 -0.51 0.053
N 0.221802 -1.367741 1.782189 -0.11 -0.08 0.10 0.062
N -1.720788 1.547117 0.673689 0.24 0.29 -0.13 0.174
C -1.166715 -0.883393 -1.618776 0.14 -0.13 0.16 -0.078
C 2.241853 0.443061 -0.249233 -0.12 0.08 -0.01 -0.104
C 0.922635 0.420395 -1.009510 -0.25 -1.23 -0.17 -0.213
C -0.592722 -0.619796 0.843507 0.39 0.52 -0.02 -0.313
C -0.642348 0.890035 1.182978 -1.05 -0.77 1.20 -0.525
C -0.051908 -0.768192 -0.586091 0.70 1.20 -0.56 -0.322
H 2.095102 0.781137 0.773311 0.07 0.03 0.08 0.055
H -1.861927 -1.675776 -1.346353 -0.10 -0.07 -0.03 0.078
H -1.806971 2.533466 0.862187 -0.11 -0.11 0.03 0.114
H 1.129973 0.246983 -2.068957 0.07 -0.02 -0.04 0.103
H 2.694778 -0.546792 -0.228284 0.09 -0.09 -0.04 0.076
H -0.751084 -1.117001 -2.596615 -0.03 0.02 -0.10 0.077
H 0.550766 -1.680579 -0.597027 -0.08 0.00 -0.01 0.135
H -2.469959 1.058378 0.216333 0.12 0.08 -0.06 0.096
H 2.939426 1.125544 -0.732128 0.09 0.03 0.03 0.072
H -0.141754 -1.238945 2.722099 0.10 -0.01 -0.07 0.082
H -1.718791 0.051158 -1.705102 -0.07 0.10 -0.05 0.069
H -1.613571 -1.016148 0.892934 0.06 0.04 0.00 0.140
H 0.453490 1.405959 -0.980929 -0.26 -0.13 0.19 0.104
H 1.162638 -0.987369 1.793901 -0.06 0.02 0.02 0.066
```
Forces are in eV/Å.

Results
orbital gap = 10.214 eV
relative energy (zero: lowest compared OMol25 entry of this formula, charge and spin) = 29.3 kJ/mol
HOMO = -9.3400 eV
SMILES string = CC[C@H](C)[C@@H](N)C(N)=O


C3H6O2 | ωB97M-V/def2-TZVPD

XYZ file:
```
11
Properties=species:S:1:pos:R:3:forces:R:3:lowdin_charge:R:1
O -0.014888 0.978584 1.233898 0.14 -0.23 -0.13 0.069
O 2.220063 0.357786 0.194202 0.10 -0.12 0.07 -0.054
C -1.547260 -0.092325 -0.150657 -0.03 -0.01 -0.07 -0.005
C -0.143475 0.206032 0.301159 -0.01 0.33 0.34 -0.405
C 1.125941 -0.327625 -0.332142 -0.29 -0.10 -0.11 -0.211
H 1.848882 0.872207 0.937885 0.16 -0.07 -0.15 0.078
H -2.006954 -0.917958 0.401328 0.29 0.01 0.00 0.092
H -1.698152 -0.269745 -1.220046 0.26 0.06 0.18 0.085
H 1.162492 -1.410175 -0.117959 0.06 0.11 -0.05 0.135
H 1.082283 -0.217606 -1.425736 -0.03 0.01 0.18 0.131
H -2.028929 0.820828 0.178066 -0.64 0.00 -0.26 0.084
```
Forces are in eV/Å.

Results
orbital gap = 11.254 eV
relative energy (zero: lowest compared OMol25 entry of this formula, charge and spin) = 84.5 kJ/mol
HOMO = -10.3862 eV
SMILES string = CC(=O)CO


C5H8O | ωB97M-V/def2-TZVPD

XYZ file:
```
14
Properties=species:S:1:pos:R:3:forces:R:3:lowdin_charge:R:1
O 0.752104 -3.055151 -1.180963 -0.93 3.00 -0.75 -0.008
C -0.759375 1.246733 0.531554 -1.63 2.15 -3.24 -0.218
C 0.132125 0.660267 -0.596433 0.03 -3.05 0.93 -0.148
C 0.538428 -0.910084 -0.206113 -2.22 2.60 -0.94 -0.136
C -0.703434 1.240837 1.844156 -2.34 1.16 1.05 -0.037
C 0.515863 -1.844035 -1.392395 1.75 -3.70 0.32 -0.234
H 0.161807 0.995626 2.365545 1.18 -1.29 1.10 0.030
H -0.275870 0.469682 -1.654531 -0.11 1.29 1.78 0.110
H -0.206976 -1.233689 0.540644 0.23 -0.14 -0.46 0.114
H 0.467644 -1.550432 -2.496897 -0.34 0.33 1.31 0.134
H 1.472503 -0.963110 0.280989 1.23 -0.16 0.35 0.093
H 1.020141 1.264939 -0.644460 0.50 0.17 -0.38 0.085
H -1.512683 2.024595 0.127231 0.51 -1.88 0.40 0.114
H -1.602278 1.653821 2.481673 2.12 -0.48 -1.46 0.101
```
Forces are in eV/Å.

Results
orbital gap = 10.600 eV
relative energy (zero: lowest compared OMol25 entry of this formula, charge and spin) = 255.9 kJ/mol
HOMO = -9.7741 eV
SMILES string = C=CCCC=O


C41H91Cl2FN8O12P | ωB97M-V/def2-TZVPD

XYZ file:
```
156
Properties=species:S:1:pos:R:3:forces:R:3:lowdin_charge:R:1
Cl 2.283714 -6.348652 -3.775425 0.14 0.17 0.24 0.596
Cl -1.454547 -0.721701 1.011348 -0.33 -0.38 -0.10 0.953
P 2.071703 -1.453493 -2.983461 1.34 1.58 -0.16 0.510
F -2.324934 -4.034772 0.122168 0.16 -0.15 -0.16 0.059
O 0.029978 4.568501 -2.666798 0.02 -0.19 -0.12 -0.174
O 0.032427 -1.942679 9.117715 -0.01 0.13 -0.14 -0.174
O 5.012717 5.272782 3.727280 -0.01 0.18 -0.13 -0.212
O 0.206572 -0.876525 4.674334 -0.01 -0.21 -0.20 -0.204
O -1.154163 0.486140 -4.133393 -0.01 -0.47 0.19 -0.207
O 9.469079 4.648218 4.506404 -0.18 -0.07 0.03 -0.175
O 1.278814 4.547447 6.448473 0.23 0.08 -0.03 -0.199
O 1.578420 -1.127316 -4.479756 -0.51 -0.99 0.68 -0.119
O 1.390122 3.076348 2.189249 -0.14 -0.12 0.26 -0.225
O -5.937475 -7.381353 -8.699915 -0.11 -0.13 0.19 -0.198
O 2.833447 -2.841853 -2.905215 -0.60 -0.32 -0.29 -0.128
O -4.422504 -5.252584 -4.982989 0.05 0.09 -0.36 -0.227
N -1.340702 -2.409428 -1.145213 -0.56 -0.05 0.42 0.075
N 2.948756 -0.338831 -2.386751 -0.23 -0.23 -0.35 -0.119
N -2.117868 3.238510 -4.499161 0.09 -0.06 -0.11 -0.050
N -7.112913 -5.840240 -6.456843 0.13 0.18 -0.08 -0.047
N -1.713606 -2.174719 6.537816 -0.04 0.14 -0.03 -0.051
N 1.518889 5.753110 3.767908 -0.19 -0.05 -0.13 -0.039
N 0.324762 -1.032689 -0.872011 -0.35 -0.18 -0.29 -0.010
N 7.416053 4.511228 2.156006 -0.04 -0.16 0.06 -0.049
C 0.753154 -2.063703 4.130041 0.03 0.13 0.12 -0.108
C 0.447044 -4.380271 -3.922478 -0.40 -0.41 0.19 -0.263
C 1.359842 2.522364 3.501266 0.21 -0.10 -0.18 -0.085
C 1.762037 0.558135 0.489460 -0.15 0.25 0.06 0.212
C 4.984273 6.643837 3.358633 -0.04 -0.09 0.08 -0.104
C -1.211433 -0.794577 4.580899 -0.03 0.38 0.02 -0.243
C -0.247192 4.909402 -4.016297 -0.02 0.28 -0.07 -0.217
C -0.846178 -1.439881 -0.377198 0.72 0.61 0.41 -0.636
C -7.089775 -6.551799 -8.802210 0.12 0.21 -0.25 -0.214
C 0.353646 5.844866 4.638690 0.25 -0.11 -0.04 -0.210
C -6.991105 -5.387966 -7.839246 0.06 -0.16 0.18 -0.211
C 6.325680 3.625281 2.540840 0.15 0.24 0.06 -0.215
C 0.566123 -1.776734 -2.025898 0.39 -0.72 -0.82 -0.124
C -5.379018 -4.290129 -5.405223 -0.10 0.24 0.19 -0.221
C -6.810003 -4.817870 -5.463691 -0.07 -0.28 0.05 -0.198
C 1.067182 -5.355746 -2.931795 -0.27 -0.09 -0.32 -0.598
C -3.512144 -3.444461 -1.917620 -0.16 -0.91 0.13 -0.152
C -2.115021 -2.253205 7.942146 0.08 -0.19 -0.09 -0.195
C 0.546691 4.204509 1.993232 -0.05 0.13 -0.41 -0.208
C 0.775626 5.830432 6.092255 -0.35 -0.07 0.09 -0.213
C -2.070269 0.117591 -3.123765 -0.17 0.08 -0.42 -0.091
C 8.345362 5.089383 5.246605 0.21 0.15 0.02 -0.100
C 0.438646 3.233390 -2.443464 -0.01 0.20 0.21 -0.107
C 8.744376 3.911719 2.265614 -0.03 0.23 -0.06 -0.199
C -2.615576 -3.020051 -0.746718 -0.75 0.20 -0.43 -0.284
C -0.753342 -3.664327 -3.296048 0.09 0.12 0.26 -0.103
C -3.716044 -4.971245 -1.942097 -0.18 0.28 0.03 -0.064
C 1.201608 5.530517 2.361761 0.25 0.03 0.15 -0.192
C -1.292161 -1.469732 8.960410 -0.18 -0.03 0.21 -0.225
C -1.850712 -0.848400 5.951408 0.19 -0.21 0.11 -0.212
C 1.088964 -0.071446 -0.267349 0.22 -0.49 0.19 -0.142
C -0.474209 -2.651704 -2.218734 0.54 0.54 0.59 -0.117
C 9.242688 3.538422 3.658698 0.23 -0.14 -0.10 -0.229
C -1.765830 0.971548 -5.334288 0.22 0.15 -0.35 -0.191
C 5.014733 4.379136 2.619779 -0.11 -0.30 0.17 -0.220
C -3.879453 -6.060541 -6.020958 0.09 -0.11 0.24 -0.077
C -1.685857 4.634311 -4.444521 -0.12 -0.05 0.17 -0.191
C -1.439476 2.437103 -5.510256 -0.05 0.10 0.29 -0.208
C -6.206255 -8.676600 -8.191704 0.10 0.08 -0.07 -0.112
C 0.985897 -1.391905 8.228877 0.08 -0.17 0.16 -0.100
C 2.665139 4.541344 6.754315 -0.09 -0.07 -0.05 -0.102
H 0.300715 -6.052777 -2.595458 -0.01 -0.01 0.05 0.075
H -2.913425 -0.605735 5.860588 -0.01 0.00 0.03 0.126
H 4.807248 4.904634 1.683101 0.08 0.07 0.01 0.124
H 7.672081 4.265571 5.497608 -0.04 -0.01 -0.06 0.088
H -7.790984 -4.673875 -8.052887 0.00 0.02 0.03 0.126
H 1.950475 -1.393696 8.736795 -0.03 0.00 0.03 0.089
H 1.488408 -4.873274 -2.055255 0.33 0.01 -0.10 0.069
H -0.747319 -2.465470 6.464963 0.02 -0.02 0.02 0.071
H -1.759562 2.761877 -6.503406 0.00 0.02 0.00 0.130
H -1.345450 -3.184704 -4.079678 -0.05 0.02 0.01 0.134
H 6.236484 2.827162 1.797261 0.02 -0.01 0.00 0.122
H 7.387405 5.336429 2.740724 -0.01 0.03 -0.02 0.072
H -7.046754 -5.243805 -4.484606 0.02 0.07 0.03 0.120
H 9.452095 4.628766 1.843168 0.05 -0.04 0.01 0.119
H 2.133574 2.960584 4.135473 -0.10 0.03 0.12 0.075
H 0.040888 -4.988554 -4.731772 -0.03 0.08 -0.10 0.115
H 5.910068 6.949418 2.860684 -0.04 0.00 -0.08 0.082
H 2.917448 3.544465 7.112892 -0.06 -0.01 0.00 0.088
H -0.416062 4.056364 2.494906 0.07 -0.04 0.15 0.112
H -1.614114 -1.578454 3.930487 0.05 -0.13 0.10 0.102
H -0.339866 5.005938 4.486609 -0.14 0.07 0.09 0.106
H -6.974383 -9.180134 -8.784416 -0.03 -0.03 0.05 0.090
H -6.523274 -8.641090 -7.143647 -0.10 -0.07 -0.02 0.080
H -1.380007 -4.429911 -2.841120 -0.09 0.01 -0.17 0.097
H 6.500277 3.160698 3.521257 -0.12 -0.12 -0.01 0.108
H 8.597869 2.801125 4.152165 -0.11 0.09 0.02 0.110
H 1.172667 -3.721778 -4.381135 0.15 0.11 0.09 0.081
H -3.151662 -2.273822 -0.164385 0.23 0.15 0.04 0.128
H -2.869102 -6.345522 -5.723366 0.00 0.03 0.03 0.084
H -7.117907 -6.159366 -9.822425 -0.02 -0.02 0.00 0.124
H -1.955428 2.824714 -3.590628 0.01 0.02 0.02 0.066
H -5.357462 -3.497175 -4.648635 0.01 -0.02 0.02 0.111
H -0.102248 6.021974 6.716067 0.02 0.01 0.01 0.122
H -2.620780 0.981581 -2.740977 -0.09 -0.08 0.03 0.100
H -0.090599 5.988287 -4.087516 0.00 -0.01 0.03 0.125
H 2.141196 5.598746 1.805713 -0.04 -0.01 -0.07 0.107
H -6.029538 -4.889251 -8.023215 -0.04 0.07 -0.15 0.106
H -1.859681 5.094123 -5.421453 0.04 -0.03 -0.03 0.122
H -3.824332 -5.523324 -6.969572 -0.08 0.00 -0.02 0.093
H 1.837619 -1.971514 4.160334 -0.01 0.04 0.02 0.092
H -0.417460 2.586313 -2.219288 0.05 -0.12 -0.09 0.068
H -5.285088 -9.253117 -8.256599 0.02 0.04 -0.02 0.089
H 1.088493 -2.001818 7.326032 0.00 0.12 -0.09 0.070
H 8.713128 5.529923 6.173536 0.03 -0.03 -0.01 0.089
H -4.325148 -5.234799 -1.079817 0.09 -0.22 0.03 0.089
H 0.487979 4.450023 -4.687290 -0.03 -0.13 0.04 0.113
H -1.772669 -1.602936 9.933028 0.02 -0.01 0.00 0.123
H 3.088652 0.433830 -3.027445 -0.04 0.21 0.28 0.013
H -2.344708 5.142609 -3.737080 0.02 0.05 -0.02 0.121
H -7.489216 -3.972826 -5.611243 0.03 0.03 -0.04 0.122
H 4.131257 6.849466 2.706491 0.02 0.07 -0.01 0.076
H -0.347590 2.541889 -5.452689 0.03 -0.07 -0.17 0.111
H 1.568278 1.452733 3.422351 -0.06 0.00 -0.02 0.074
H -5.063842 -3.823361 -6.344732 0.01 -0.13 -0.08 0.112
H 0.568116 6.349696 2.008669 -0.06 -0.03 0.02 0.124
H 3.765962 -2.689404 -3.122049 0.08 -0.08 0.15 0.110
H -3.162020 -1.946013 8.023668 0.01 0.05 -0.02 0.119
H -2.779770 -0.635218 -3.489996 -0.12 0.10 -0.01 0.095
H 0.330429 4.232824 0.920834 0.03 -0.02 0.00 0.115
H -1.295651 -0.390873 8.764107 0.07 -0.01 -0.12 0.112
H -2.845537 0.801888 -5.329129 -0.01 0.05 0.15 0.127
H -2.781080 -5.525599 -1.880678 -0.01 -0.05 0.01 0.073
H 7.793304 5.865636 4.709375 -0.14 -0.06 0.02 0.072
H 4.871216 7.228606 4.269461 -0.02 -0.06 0.03 0.091
H 8.779598 3.022310 1.628552 -0.03 -0.03 0.03 0.117
H -4.243095 -5.268917 -2.846922 0.10 0.07 0.06 0.061
H 0.741650 -0.362527 7.952865 -0.04 -0.01 -0.05 0.088
H 4.205061 3.658415 2.783269 -0.01 0.02 -0.05 0.106
H -2.074327 -3.307544 8.224484 -0.02 0.02 0.05 0.120
H 0.442993 -2.198914 3.087534 -0.01 -0.07 0.00 0.065
H 3.276421 4.760632 5.871647 0.06 0.08 0.06 0.070
H 10.216174 3.056259 3.534635 0.00 0.02 0.01 0.122
H -8.008301 -7.121146 -8.638707 0.03 -0.03 0.11 0.125
H -0.184026 6.772764 4.424714 0.01 0.00 -0.03 0.125
H 1.507212 6.616727 6.295748 0.08 -0.04 -0.07 0.124
H 0.462229 -2.944391 4.710158 -0.04 -0.06 -0.10 0.085
H -3.155890 -3.069804 -2.874173 0.11 0.06 0.08 0.085
H 0.383196 2.646830 3.973567 0.01 0.07 0.03 0.092
H 0.609101 -1.187519 -4.523388 0.02 0.38 -0.37 0.062
H 2.895513 5.263009 7.542875 0.04 0.02 -0.01 0.091
H 2.109420 4.994833 4.085981 0.11 0.10 0.06 0.065
H -1.375360 -0.075129 6.569425 -0.08 0.15 -0.09 0.111
H 1.091312 3.227217 -1.569201 0.01 0.02 -0.01 0.080
H -6.488926 -6.623875 -6.314650 -0.06 -0.07 -0.01 0.072
H -1.342009 0.408464 -6.170111 0.00 -0.02 0.03 0.124
H 2.317478 1.192059 1.143059 0.00 0.14 -0.09 0.055
H 0.995195 2.826716 -3.292342 -0.05 -0.03 -0.05 0.088
H -4.501576 -3.017075 -1.767858 0.06 0.26 0.07 0.121
H -1.445808 0.175157 4.124543 -0.01 -0.01 0.01 0.109
H -4.454155 -6.979101 -6.149927 -0.01 0.02 -0.15 0.077
H -1.507090 -0.340591 -2.325678 0.11 0.25 0.11 0.048
```
Forces are in eV/Å.

Results
total charge = +1
orbital gap = 6.672 eV
HOMO = -9.9052 eV


Maximum force across the listed records, respectively: 0.15451, 0.12086, 0.03444, 0.01335, 0.08195, 0.04039 Eh/bohr.